2 unconnected molecules or ions with the total composition C3H7Br at a distorted geometry. Source: the OMol25 dataset; level of theory: wB97M-V/def2-TZVPD.

Computed properties:
- frontier orbital gap (eV) = 10.2
- energy above the lowest of the compared OMol25 structures with the same formula, charge and spin (kcal/mol) = 47.23
- energy (eV) = -73264.3281
- E_LUMO (eV) = 0.661

```
! wB97M-V def2-TZVPD RIJCOSX def2/J DEFGRID3
* xyz 0 1
C -0.273 1.303 0.220
C -0.213 -1.276 0.181
C 0.409 0.075 -0.258
Br 2.299 0.021 0.008
H 0.248 1.423 1.165
H -0.125 2.273 -0.413
H -1.264 1.239 0.246
H -0.145 -1.455 1.207
H 0.272 -2.109 -0.219
H -1.240 -1.416 -0.272
H 0.032 -0.078 -1.866
*
```